Entry 1:
A molecular structure, C16H30F2N5O3P2Pd, computed with the ωB97M-V functional and the def2-TZVPD basis.

Values from the calculation:
- frontier orbital gap (eV) = 8.7133
- charge = +1
- highest occupied orbital energy (eV) = -12.030
- total energy (eV) = -58162.6196

Geometry as XYZ:
```
59
C16H30F2N5O3P2Pd the ωB97M-V functional and the def2-TZVPD basis
Pd -0.329 -1.599 0.205
C 1.458 -1.082 2.797
N 2.301 -0.098 2.118
C 2.131 1.259 2.641
P 2.648 -0.347 0.525
O 1.959 -1.497 -0.127
O 2.255 1.065 -0.230
P 0.708 1.375 -0.618
O -0.199 0.654 0.319
N 0.619 3.011 -0.530
C 1.699 3.874 -0.066
C -0.724 3.542 -0.283
N 0.506 1.008 -2.217
C 0.130 -0.321 -2.688
C 1.482 1.652 -3.106
N 4.268 -0.449 0.361
C 4.806 -1.058 -0.858
C 5.146 0.535 0.981
H 1.657 -1.027 3.868
H 1.705 -2.085 2.457
H 0.389 -0.889 2.645
H 2.384 1.257 3.701
H 1.100 1.606 2.521
H 2.790 1.955 2.128
H 2.660 3.385 -0.194
H 1.572 4.138 0.989
H 1.692 4.796 -0.650
H -1.474 2.836 -0.633
H -0.844 4.483 -0.822
H -0.889 3.724 0.782
H -0.694 -0.719 -2.098
H 0.968 -1.025 -2.671
H -0.224 -0.226 -3.714
H 1.677 2.665 -2.761
H 1.065 1.702 -4.111
H 2.427 1.102 -3.139
H 4.081 -1.756 -1.266
H 5.715 -1.605 -0.606
H 5.049 -0.304 -1.613
H 4.735 0.855 1.935
H 5.300 1.406 0.337
H 6.113 0.068 1.172
N -2.458 -1.138 0.234
C -3.577 -1.397 0.191
C -4.981 -1.624 0.124
C -5.648 -1.376 -1.079
C -7.022 -1.509 -1.132
C -7.729 -1.886 0.003
C -7.061 -2.156 1.190
C -5.687 -2.026 1.259
H -5.084 -1.080 -1.954
H -7.543 -1.314 -2.060
H -8.807 -1.971 -0.039
H -7.613 -2.465 2.067
H -5.155 -2.231 2.178
F -1.176 -3.947 -0.569
C -0.186 -3.612 0.330
F -0.708 -3.803 1.577
H 0.617 -4.335 0.195
```



Entry 2:
10 unconnected molecules or ions with the total composition C15H50N10O15, computed with the ωB97M-V functional and the def2-TZVPD basis.

Values from the calculation:
- frontier orbital gap (eV) = 7.9668
- highest occupied orbital energy (eV) = -8.791
- total energy (eV) = -61980.6003

Geometry as XYZ:
```
90
C15H50N10O15 the ωB97M-V functional and the def2-TZVPD basis
N -12.965 2.757 -21.402
C -13.242 2.553 -22.708
N -12.138 2.496 -23.501
O -14.343 2.746 -23.225
H -12.126 2.436 -20.955
H -13.821 2.891 -20.880
H -11.262 2.549 -23.013
H -12.264 2.488 -24.496
N -14.438 1.494 -17.468
C -15.154 2.339 -18.238
N -14.615 3.593 -18.209
O -16.201 1.972 -18.783
H -13.630 1.832 -16.959
H -14.721 0.534 -17.390
H -14.826 4.383 -18.809
H -13.839 3.705 -17.579
N -16.248 0.291 -23.199
C -17.060 -0.348 -22.322
N -17.603 0.453 -21.378
O -17.465 -1.491 -22.547
H -15.725 -0.255 -23.862
H -15.825 1.194 -23.039
H -17.151 1.324 -21.155
H -18.163 -0.043 -20.707
N -11.864 5.913 -19.956
C -12.909 6.374 -19.185
N -12.377 7.121 -18.173
O -14.088 6.149 -19.335
H -12.021 5.274 -20.719
H -10.940 6.215 -19.735
H -12.913 7.334 -17.348
H -11.440 7.459 -18.255
N -10.443 3.867 -16.756
C -11.133 2.712 -16.682
N -10.464 1.697 -17.289
O -12.206 2.575 -16.075
H -10.759 4.744 -16.381
H -9.740 3.899 -17.469
H -10.726 0.737 -17.123
H -9.702 2.038 -17.840
O -17.487 5.133 -14.157
C -16.236 5.080 -14.838
C -16.339 6.142 -15.978
O -17.632 6.247 -16.545
H -18.061 5.468 -14.857
H -15.395 5.327 -14.192
H -16.239 4.053 -15.216
H -15.510 6.190 -16.688
H -16.120 7.077 -15.445
H -17.518 6.637 -17.414
O -18.274 4.900 -20.538
C -18.693 3.916 -19.588
C -19.775 4.287 -18.583
O -20.889 4.886 -19.188
H -17.935 5.669 -20.071
H -19.018 3.044 -20.156
H -17.830 3.600 -18.999
H -19.318 4.957 -17.848
H -20.162 3.434 -18.021
H -21.025 5.793 -18.917
O -17.764 0.658 -16.986
C -17.031 -0.404 -16.388
C -16.467 -1.455 -17.417
O -17.489 -2.205 -18.009
H -17.134 1.224 -17.475
H -16.317 -0.025 -15.653
H -17.718 -1.032 -15.816
H -15.789 -2.121 -16.887
H -15.975 -0.819 -18.161
H -18.167 -1.620 -18.362
O -10.626 0.278 -13.626
C -11.593 0.617 -12.648
C -12.441 1.874 -12.919
O -13.610 1.739 -13.757
H -10.203 -0.530 -13.323
H -12.245 -0.244 -12.474
H -11.055 0.859 -11.726
H -11.711 2.577 -13.333
H -12.758 2.304 -11.970
H -13.186 1.708 -14.627
O -13.581 -3.683 -15.802
C -13.051 -2.485 -16.334
C -12.145 -1.691 -15.411
O -11.445 -0.682 -16.117
H -14.027 -3.374 -15.005
H -12.359 -2.710 -17.148
H -13.871 -1.797 -16.556
H -11.480 -2.467 -15.013
H -12.720 -1.131 -14.668
H -11.097 -0.084 -15.433
```



Entry 3:
C5H6N2S in the gas phase, computed with the ωB97M-V functional and the def2-TZVPD basis.

Values from the calculation:
- frontier orbital gap (eV) = 9.3970
- highest occupied orbital energy (eV) = -8.642
- total energy (eV) = -19094.7823

Geometry as XYZ:
```
14
C5H6N2S the ωB97M-V functional and the def2-TZVPD basis
C -3.219 0.492 -0.063
C -2.084 0.147 -0.112
C -0.700 -0.226 -0.124
N -0.246 -1.253 -0.755
N 1.125 -1.264 -0.638
C 1.521 -0.461 0.524
C 0.416 0.595 0.517
S 0.795 2.101 -0.445
H -4.245 0.800 -0.017
H 1.494 -2.215 -0.672
H 1.450 -1.070 1.436
H 2.516 -0.040 0.386
H 0.137 0.949 1.530
H 1.039 1.447 -1.566
```



Entry 4:
A molecular structure, C3H12NO3S, computed with the ωB97M-V functional and the def2-TZVPD basis.

Values from the calculation:
- frontier orbital gap (eV) = 5.2267
- charge = -1
- highest occupied orbital energy (eV) = -3.887
- total energy (eV) = -21770.2049

Geometry as XYZ:
```
20
C3H12NO3S the ωB97M-V functional and the def2-TZVPD basis
C 0.464 -0.438 1.055
O -0.601 0.199 1.658
C 0.550 -0.078 -0.425
C 1.968 -0.115 -1.003
S 3.179 0.890 -0.117
N -0.441 -0.803 -1.220
H 0.361 -1.541 1.071
H 1.387 -0.098 1.524
H 0.210 1.119 -0.412
H 2.221 -1.176 -1.013
H 1.965 0.178 -2.053
H -0.307 1.739 -0.248
H -0.862 -1.528 -0.652
H -1.134 -0.094 -1.428
H -3.454 -0.049 -0.275
H -4.806 0.691 -0.593
O -3.921 0.546 -0.921
H -1.491 -0.178 1.314
H -2.819 -1.695 1.488
O -2.579 -1.115 0.777
```



Entry 5:
2 unconnected molecules or ions with the total composition C25H30O5, computed with the ωB97M-V functional and the def2-TZVPD basis.

Values from the calculation:
- frontier orbital gap (eV) = 3.9622
- highest occupied orbital energy (eV) = -6.655
- total energy (eV) = -36646.8982

Geometry as XYZ:
```
60
C25H30O5 the ωB97M-V functional and the def2-TZVPD basis
C 1.843 2.158 -0.711
C 1.608 0.791 -1.205
C 1.079 0.379 -2.436
C 1.416 -0.934 -2.949
C 2.501 -1.746 -2.323
C 0.757 -1.440 -4.056
C -0.200 -0.684 -4.748
C -0.945 -1.289 -5.895
C -0.425 0.638 -4.350
C 0.211 1.197 -3.253
C -0.033 2.645 -2.973
H 2.661 2.139 0.029
H 2.135 2.870 -1.499
H 0.950 2.530 -0.187
H 1.929 0.027 -0.523
H 2.591 -2.705 -2.845
H 3.477 -1.249 -2.381
H 2.272 -1.945 -1.274
H 1.014 -2.451 -4.399
H -1.649 -0.567 -6.317
H -0.245 -1.611 -6.676
H -1.509 -2.175 -5.575
H -1.119 1.260 -4.930
H -0.769 3.033 -3.691
H -0.424 2.807 -1.962
H 0.878 3.247 -3.105
C 2.782 -3.830 2.167
C 1.526 -3.575 1.374
O 0.931 -2.352 1.961
C 0.320 -1.440 1.188
C -0.175 -0.288 1.965
C 0.550 0.177 3.102
C -0.063 1.284 3.927
C -1.359 1.227 4.454
C -1.833 2.256 5.271
C -1.050 3.400 5.497
C 0.243 3.459 4.955
C 0.748 2.381 4.229
O 1.664 -0.264 3.400
C -1.349 0.374 1.418
O -1.619 1.568 1.515
O -2.149 -0.484 0.761
C -3.452 0.056 0.441
C -4.070 -0.952 -0.490
O 0.223 -1.508 -0.037
H 3.280 -4.743 1.836
H 3.485 -2.999 2.056
H 2.533 -3.931 3.227
H 1.709 -3.442 0.300
H 0.784 -4.369 1.519
H -1.996 0.363 4.248
H -2.819 2.184 5.732
H -1.435 4.234 6.087
H 0.862 4.347 5.106
H 1.773 2.388 3.855
H -4.028 0.159 1.376
H -3.343 1.045 -0.018
H -5.020 -0.607 -0.905
H -3.400 -1.155 -1.336
H -4.257 -1.889 0.048
```



Entry 6:
A molecular structure, C30H30Cl5N7NaO3P, computed with the ωB97M-V functional and the def2-TZVPD basis.

Values from the calculation:
- frontier orbital gap (eV) = 6.8737
- highest occupied orbital energy (eV) = -6.945
- total energy (eV) = -124485.9027

Geometry as XYZ:
```
77
C30H30Cl5N7NaO3P the ωB97M-V functional and the def2-TZVPD basis
Na 1.390 0.606 -0.727
Cl 4.979 -0.491 -3.783
C 3.647 0.429 -4.352
C 2.417 0.278 -3.722
C 1.329 1.022 -4.158
Cl -0.154 0.849 -3.311
C 1.456 1.916 -5.215
Cl 0.095 2.819 -5.741
C 2.694 2.076 -5.835
Cl 2.867 3.196 -7.127
C 3.791 1.331 -5.404
Cl 5.317 1.523 -6.165
C -2.008 4.812 0.186
N -1.486 3.453 0.110
C -2.059 2.574 1.119
C -0.129 3.273 -0.137
N 0.675 2.541 0.518
N 0.303 3.963 -1.278
C 1.504 3.797 -1.964
N 1.638 4.765 -2.949
N 2.316 2.833 -1.749
H -3.085 4.790 0.027
H -1.567 5.459 -0.568
H -1.813 5.260 1.169
H -3.143 2.639 1.054
H -1.759 2.854 2.137
H -1.767 1.541 0.929
H 0.228 2.120 1.326
H -0.441 4.316 -1.858
H 1.329 5.693 -2.706
H 2.509 4.752 -3.454
H 3.154 2.939 -2.314
O 3.158 1.090 0.794
N 2.377 0.501 1.815
C 2.419 -0.759 1.746
C 1.728 -1.584 2.770
C 2.454 -1.898 3.916
C 1.912 -2.706 4.901
C 0.629 -3.203 4.742
C -0.102 -2.874 3.612
C 0.424 -2.063 2.607
P -0.651 -1.686 1.152
C -1.386 -3.298 0.646
C -0.881 -3.994 -0.453
C -1.427 -5.206 -0.847
C -2.484 -5.761 -0.140
C -2.995 -5.088 0.960
C -2.454 -3.868 1.341
C -2.104 -0.950 2.078
C -3.315 -0.822 1.392
C -4.368 -0.084 1.913
C -4.225 0.558 3.137
C -3.025 0.459 3.824
C -1.976 -0.287 3.296
H 2.764 1.977 0.730
H 3.010 -1.253 0.976
H 3.456 -1.499 4.021
H 2.490 -2.947 5.784
H 0.188 -3.843 5.496
H -1.110 -3.255 3.517
H -0.055 -3.559 -0.995
H -1.020 -5.723 -1.707
H -2.907 -6.711 -0.444
H -3.820 -5.507 1.521
H -2.886 -3.355 2.190
H -3.433 -1.310 0.431
H -5.299 -0.009 1.365
H -5.046 1.133 3.549
H -2.901 0.962 4.776
H -1.043 -0.342 3.845
C 1.874 -1.872 -2.914
O 2.293 -0.519 -2.633
H 2.687 -2.411 -3.401
H 0.984 -1.872 -3.544
H 1.627 -2.297 -1.944
O 0.647 -1.688 0.011
N -0.437 -0.503 0.108
```



Entry 7:
A gas-phase ion, C9H15N2S (charge +1), computed with the ωB97M-V functional and the def2-TZVPD basis.

Values from the calculation:
- frontier orbital gap (eV) = 8.9303
- charge = +1
- highest occupied orbital energy (eV) = -12.212
- total energy (eV) = -23383.5878

Geometry as XYZ:
```
27
C9H15N2S the ωB97M-V functional and the def2-TZVPD basis
C -1.314 0.198 1.306
C -2.322 1.778 0.218
C -0.591 -1.195 -0.743
C 2.117 -1.711 -0.242
C 1.883 -0.196 -0.152
C -1.235 -0.117 -0.028
C -3.273 2.935 -0.023
C 1.713 -2.789 0.623
C 3.005 0.905 -0.304
N -2.030 1.350 1.401
N -1.845 0.879 -0.709
S 1.041 -0.968 -1.551
H -1.225 -0.298 2.250
H -0.561 -2.143 -0.253
H -1.221 -1.374 -1.638
H 2.976 -1.892 -0.848
H 1.134 0.101 0.568
H -3.270 3.251 -1.122
H -3.070 3.711 0.578
H -4.306 2.647 0.197
H 2.340 -2.855 1.550
H 1.861 -3.776 0.146
H 0.720 -2.614 1.009
H 3.248 1.098 0.759
H 2.568 1.776 -0.745
H 3.978 0.506 -0.616
H -2.323 0.791 -1.629
```



Entry 8:
CH2O4S2 in the gas phase, computed with the ωB97M-V functional and the def2-TZVPD basis.

Values from the calculation:
- frontier orbital gap (eV) = 8.4269
- highest occupied orbital energy (eV) = -9.386
- total energy (eV) = -30925.6954

Geometry as XYZ:
```
9
CH2O4S2 the ωB97M-V functional and the def2-TZVPD basis
C 1.502 -0.104 -0.219
O -0.981 0.312 -1.068
O 0.468 2.065 0.082
O -1.802 -1.953 -0.017
O -1.015 0.129 1.112
S 0.128 0.700 -0.046
S -2.104 -0.566 0.036
H 1.487 -1.119 -0.121
H 2.317 0.536 0.240
```